Record 1
Here is a structure of composition C36H65Cl2F3N2O15P2S from the Open Molecules 2025 dataset. Energies are from wB97M-V/def2-TZVPD.

Positions of all 126 atoms, in Å:
1 C 1.3728 0.6108 4.2130
2 O 1.9749 1.8553 3.9381
3 C 2.0109 2.1648 2.5614
4 C 0.6758 2.7080 2.0290
5 C 0.8203 3.9458 1.1295
6 C -0.2742 4.9859 1.3563
7 C -1.6898 4.4995 1.0727
8 C -1.8961 4.1824 -0.4072
9 C -3.3231 3.7471 -0.7274
10 C -3.6418 2.2699 -0.3922
11 C -4.1075 1.3269 -1.5064
12 O -5.5414 1.3563 -1.7858
13 C -6.3644 2.3592 -1.3575
14 O -6.1246 3.5710 -2.0714
15 C -6.3796 4.6541 -1.4159
16 N -6.5934 5.6157 -0.8196
17 S -8.1265 1.8438 -1.7311
18 C -8.0190 0.2311 -2.4286
19 O -8.6137 2.7304 -2.7418
20 O -8.7788 1.7891 -0.4574
21 P -3.2290 1.5519 -3.2580
22 O -4.0019 2.9098 -3.7176
23 O -1.8420 2.2940 -2.7886
24 C -3.8583 -0.1680 -1.0704
25 Cl -4.1805 -1.3157 -2.4348
26 N -2.4922 -0.3155 -0.6050
27 C -1.4748 -0.8498 -1.5198
28 C -0.0314 -0.5804 -1.0567
29 C 0.8683 -0.3957 -2.2527
30 C 1.4611 0.8342 -2.4903
31 C 2.2536 1.0439 -3.6042
32 C 2.4612 0.0132 -4.5021
33 C 1.8805 -1.2199 -4.2693
34 C 1.0905 -1.4270 -3.1569
35 C -2.1865 -0.3219 0.7727
36 O -1.8075 -1.6776 1.1980
37 C -1.1040 -1.7681 2.3301
38 F -1.1400 -3.0289 2.7764
39 F -1.5831 -0.9541 3.3035
40 F 0.1992 -1.4210 2.1668
41 P -5.3555 -0.8519 -0.0701
42 O -4.5202 -2.0481 0.6106
43 Cl -5.5469 0.4625 1.5676
44 H 1.8423 -0.1889 3.6323
45 H 1.5084 0.4039 5.2709
46 H 0.2992 0.6256 4.0029
47 H 2.7909 2.9122 2.4272
48 H 2.3158 1.2752 1.9972
49 H 0.1255 1.9177 1.5148
50 H 0.0921 2.9951 2.9058
51 H 0.8674 3.6699 0.0747
52 H 1.7801 4.4109 1.3568
53 H -0.0628 5.8542 0.7265
54 H -0.1907 5.3246 2.3911
55 H -2.4008 5.2640 1.3877
56 H -1.8814 3.5999 1.6656
57 H -1.6703 5.0881 -0.9717
58 H -1.1778 3.4092 -0.6772
59 H -3.9602 4.3753 -0.1019
60 H -3.5812 3.9892 -1.7494
61 H -2.7515 1.8435 0.0648
62 H -4.3773 2.2712 0.4052
63 H -6.3499 2.5361 -0.2816
64 H -7.8356 -0.4992 -1.6503
65 H -7.2481 0.2151 -3.1920
66 H -8.9947 0.0867 -2.8866
67 H -3.3543 3.5748 -3.9980
68 H -1.4091 1.8354 -2.0551
69 H -1.5816 -0.3976 -2.5030
70 H -1.6066 -1.9258 -1.6389
71 H 0.0199 0.3457 -0.4865
72 H 0.3273 -1.3970 -0.4370
73 H 1.3001 1.6511 -1.7933
74 H 2.7083 2.0093 -3.7805
75 H 3.0695 0.1654 -5.3826
76 H 2.0336 -2.0323 -4.9683
77 H 0.6361 -2.3968 -2.9890
78 H -1.3396 0.3220 1.0083
79 H -3.0223 0.0095 1.3759
80 H -5.0450 -2.4782 1.3014
81 C 10.6581 4.0248 2.6143
82 O 9.3793 3.5913 3.0137
83 C 8.3656 4.5165 2.6663
84 C 7.0037 3.8631 2.7036
85 O 6.7060 3.0826 1.5565
86 C 7.3046 1.7981 1.4786
87 C 6.6447 0.7623 2.3584
88 O 7.0799 0.8847 3.6997
89 C 6.2101 0.2381 4.6004
90 H 10.9223 4.9805 3.0826
91 H 11.3735 3.2684 2.9303
92 H 10.7166 4.1365 1.5250
93 H 8.5451 4.9155 1.6598
94 H 8.3785 5.3522 3.3806
95 H 6.2580 4.6609 2.7024
96 H 6.8821 3.2840 3.6217
97 H 8.3771 1.8437 1.6800
98 H 7.1647 1.4863 0.4414
99 H 6.8981 -0.2421 1.9893
100 H 5.5556 0.8910 2.3030
101 H 5.2057 0.6776 4.5666
102 H 6.6190 0.3683 5.6002
103 H 6.1359 -0.8348 4.3843
104 C -1.2158 -5.7329 1.5041
105 O -1.5316 -6.4147 0.3117
106 C -2.1072 -5.5562 -0.6542
107 C -2.0191 -6.1523 -2.0392
108 O -0.7473 -5.9955 -2.6498
109 C 0.2837 -6.8714 -2.2208
110 C 0.1830 -8.2666 -2.7924
111 O -0.7691 -9.0348 -2.0801
112 C -1.1690 -10.1822 -2.7922
113 H -2.1069 -5.2836 1.9581
114 H -0.7952 -6.4601 2.1956
115 H -0.4765 -4.9429 1.3251
116 H -1.5938 -4.5850 -0.6531
117 H -3.1640 -5.3909 -0.3985
118 H -2.7080 -5.5966 -2.6792
119 H -2.3319 -7.1987 -2.0285
120 H 0.3454 -6.9094 -1.1308
121 H 1.2062 -6.4270 -2.6003
122 H 1.1666 -8.7527 -2.7212
123 H -0.0980 -8.2016 -3.8511
124 H -1.6483 -9.9130 -3.7410
125 H -1.8865 -10.7175 -2.1738
126 H -0.3182 -10.8419 -3.0004

Calculated values
- LUMO level: 0.07 eV
- Multiplicity: 1
- HOMO-LUMO gap: 9.009 eV

Atomic partial charges in e from the Löwdin method, atoms 1 to 4: C -0.111; O -0.189; C -0.225; C -0.163

***

Record 2
Here is a cluster of 9 separate species, C36H66O21S6 in total at a distorted geometry from the Open Molecules 2025 dataset. Energies are from wB97M-V/def2-TZVPD.

Positions of all 129 atoms, in Å:
1 C -28.6611 11.6761 3.9688
2 C -29.1085 10.2344 3.9050
3 C -27.9506 9.3161 4.0227
4 O -28.4446 8.4096 4.9878
5 C -29.5414 8.8756 5.5717
6 O -30.1000 8.3228 6.5431
7 O -29.9424 9.9817 5.0113
8 H -29.5151 12.3492 3.8936
9 H -28.1000 11.8712 3.0549
10 H -28.0521 11.9263 4.8375
11 H -29.6411 9.9528 2.9966
12 H -27.0133 9.7852 4.3217
13 H -27.8611 8.7753 3.0805
14 C -32.4891 8.3875 2.2093
15 C -31.9391 6.9583 1.9614
16 C -30.4967 6.5725 2.2342
17 O -30.6528 5.6160 3.2641
18 C -31.9711 5.2679 3.4636
19 O -32.3933 4.3884 4.2241
20 O -32.7096 6.0402 2.7596
21 H -32.0070 8.9750 1.4279
22 H -32.1289 8.7043 3.1881
23 H -33.5720 8.3208 2.1046
24 H -32.1475 6.7182 0.9188
25 H -30.0302 7.4370 2.7066
26 H -29.8878 6.2540 1.3881
27 C -30.5813 5.1308 6.9544
28 C -29.1304 5.1447 6.4472
29 C -28.1003 5.7878 7.4103
30 O -27.0563 4.7886 7.2893
31 C -27.5213 3.6202 6.8826
32 O -26.8903 2.6071 6.9008
33 O -28.7636 3.8055 6.3847
34 H -30.4936 4.7731 7.9803
35 H -31.3276 4.5271 6.4380
36 H -30.9571 6.1535 6.9261
37 H -29.0171 5.6518 5.4890
38 H -28.3827 5.9212 8.4547
39 H -27.8686 6.8129 7.1213
40 C -24.4033 5.2997 5.2481
41 C -25.3568 6.3272 4.6510
42 C -24.4981 7.5854 4.2777
43 S -22.9491 6.8588 3.5336
44 O -21.8367 7.7971 3.8501
45 O -23.2895 6.4229 2.1768
46 C -22.9470 5.4419 4.7192
47 H -24.6442 4.2629 5.0138
48 H -24.4084 5.4821 6.3227
49 H -26.1538 6.6399 5.3256
50 H -25.8962 5.9422 3.7856
51 H -24.1607 8.1838 5.1240
52 H -24.9461 8.1753 3.4782
53 H -22.3786 5.8630 5.5485
54 H -22.4612 4.5648 4.2916
55 C -26.7367 -0.8187 10.1694
56 C -25.5280 -1.2317 10.9739
57 C -24.7144 -2.1708 10.0414
58 S -24.5483 -1.1925 8.5219
59 O -24.5770 -2.1621 7.4395
60 O -23.5305 -0.1544 8.6782
61 C -26.2752 -0.4177 8.7724
62 H -27.2223 0.0792 10.5515
63 H -27.4556 -1.6380 10.1753
64 H -25.8502 -1.8622 11.8026
65 H -25.0957 -0.2878 11.3060
66 H -25.2001 -3.1151 9.7955
67 H -23.6864 -2.4030 10.3195
68 H -26.9944 -0.8551 8.0799
69 H -26.2851 0.6546 8.5767
70 C -26.5482 9.0372 7.8550
71 C -25.8513 8.5944 9.1672
72 C -24.3170 8.8390 8.8539
73 S -24.2825 10.4320 7.9899
74 O -23.6455 10.3306 6.6869
75 O -23.9679 11.5374 8.9145
76 C -26.0910 10.5045 7.6050
77 H -27.6342 8.9697 7.7904
78 H -26.0767 8.4114 7.0973
79 H -26.0953 7.5520 9.3719
80 H -26.1891 9.1632 10.0334
81 H -24.0195 8.1635 8.0518
82 H -23.5228 8.9639 9.5900
83 H -26.2771 10.9698 6.6370
84 H -26.5180 11.1936 8.3336
85 C -34.1089 6.0404 9.6099
86 C -33.8654 4.7399 10.3064
87 C -32.3362 4.4543 10.4260
88 S -31.6703 6.1959 10.8265
89 O -30.3560 6.2161 10.1711
90 O -31.9151 6.3490 12.2834
91 C -32.9700 7.0531 9.9028
92 H -35.0595 6.4659 9.9315
93 H -34.1231 5.8899 8.5304
94 H -34.3058 3.8925 9.7811
95 H -34.3081 4.7865 11.3013
96 H -32.0774 4.2352 9.3901
97 H -31.9118 3.7149 11.1051
98 H -32.5533 7.2530 8.9157
99 H -33.1644 7.9608 10.4742
100 C -27.0288 2.7602 3.2077
101 C -28.5742 2.7951 2.9908
102 C -28.9963 1.4266 2.5082
103 S -27.7463 1.0544 1.2169
104 O -28.2397 1.5982 -0.0468
105 O -27.2000 -0.2987 1.2202
106 C -26.4315 2.2846 1.8119
107 H -26.8103 2.1296 4.0695
108 H -26.5515 3.7101 3.4482
109 H -28.8908 3.5417 2.2624
110 H -28.9728 3.1171 3.9529
111 H -29.9695 1.3992 2.0180
112 H -28.9096 0.5891 3.2004
113 H -26.3365 3.0549 1.0467
114 H -25.4432 1.8276 1.7633
115 C -30.5802 -0.6197 6.5013
116 C -30.7062 -1.1447 7.8789
117 C -31.3292 -0.0813 8.8272
118 S -30.7355 1.6071 8.1027
119 O -29.7429 2.2259 8.9803
120 O -31.9583 2.3487 7.7171
121 C -30.0357 0.8611 6.5549
122 H -31.5334 -0.7651 5.9929
123 H -29.9736 -1.3082 5.9129
124 H -29.7218 -1.4389 8.2427
125 H -31.2823 -2.0694 7.8450
126 H -31.0005 -0.1317 9.8653
127 H -32.4162 -0.1582 8.8019
128 H -28.9867 0.7955 6.8438
129 H -30.0673 1.6185 5.7717

Calculated values
- LUMO level: -0.30 eV
- Multiplicity: 1
- HOMO-LUMO gap: 9.588 eV
- Energy relative to the best compared isomer or geometry (same formula, charge and spin): 235.1 kJ/mol

Atomic partial charges in e from the Löwdin method, atoms 1 to 4: C -0.001; C -0.342; C -0.099; O 0.056

***

Record 3
Here is a structure of composition C36H67BKN6O3SSi from the Open Molecules 2025 dataset. Energies are from wB97M-V/def2-TZVPD.

Positions of all 116 atoms, in Å:
1 K -0.1683 -0.1964 0.1751
2 C 4.9804 2.7002 -0.9799
3 C 3.6419 2.2310 -1.4484
4 C 3.0576 2.4122 -2.6826
5 C 1.7981 1.7868 -2.5785
6 N 1.6403 1.2660 -1.3759
7 N 2.7710 1.5387 -0.6793
8 B 2.9550 1.1776 0.8052
9 N 2.9089 -0.3878 0.9967
10 N 2.5067 -1.2194 -0.0039
11 C 3.0260 -2.4091 0.2512
12 C 3.7725 -2.3745 1.4444
13 C 3.6663 -1.0748 1.8852
14 C 4.2566 -0.4599 3.1068
15 C 2.7774 -3.5822 -0.6687
16 C 3.9996 -4.5038 -0.6681
17 C 1.5623 -4.3730 -0.1706
18 C 2.5302 -3.0779 -2.0922
19 N 1.9729 1.9912 1.6935
20 N 0.6654 2.1476 1.3503
21 C 0.1610 3.0691 2.1536
22 C 1.1472 3.5229 3.0505
23 C 2.2876 2.8289 2.7125
24 C 3.6474 2.9999 3.3091
25 C -1.2717 3.5380 2.0469
26 C -1.8127 3.3014 0.6364
27 C -2.1337 2.7827 3.0668
28 C -1.3296 5.0393 2.3516
29 C 0.7441 1.6410 -3.6506
30 C 0.6043 2.9611 -4.4147
31 C 1.1746 0.5339 -4.6229
32 C -0.6086 1.2736 -3.0424
33 H 5.4869 3.2111 -1.7986
34 H 5.6056 1.8693 -0.6508
35 H 4.8925 3.3956 -0.1434
36 H 3.4874 2.9271 -3.5263
37 H 4.0605 1.5150 1.1344
38 H 4.3067 -3.1743 1.9309
39 H 4.8093 -1.2151 3.6647
40 H 3.4789 -0.0545 3.7572
41 H 4.9361 0.3552 2.8536
42 H 4.1836 -4.9192 0.3248
43 H 4.8951 -3.9651 -0.9841
44 H 3.8376 -5.3384 -1.3551
45 H 1.7437 -4.7641 0.8334
46 H 1.3546 -5.2182 -0.8346
47 H 0.6724 -3.7435 -0.1266
48 H 3.4127 -2.5608 -2.4742
49 H 1.7036 -2.3700 -2.1178
50 H 2.3000 -3.9171 -2.7549
51 H 1.0637 4.2758 3.8169
52 H 3.6314 3.8678 3.9682
53 H 4.4074 3.1617 2.5448
54 H 3.9551 2.1380 3.9003
55 H -1.8872 2.2391 0.4116
56 H -1.1713 3.7779 -0.1087
57 H -2.8202 3.7180 0.5550
58 H -2.1429 1.7137 2.8513
59 H -3.1677 3.1365 3.0247
60 H -1.7547 2.9401 4.0801
61 H -0.7065 5.6042 1.6548
62 H -0.9887 5.2559 3.3661
63 H -2.3590 5.3949 2.2615
64 H 1.5465 3.2490 -4.8847
65 H 0.3017 3.7660 -3.7423
66 H -0.1497 2.8650 -5.2004
67 H 2.1331 0.7762 -5.0865
68 H 0.4298 0.4036 -5.4134
69 H 1.2878 -0.4141 -4.0927
70 H -0.9219 2.0023 -2.2930
71 H -0.5677 0.2934 -2.5682
72 H -1.3699 1.2272 -3.8251
73 C -1.1361 -2.8983 -2.3734
74 C -2.2479 -3.1095 -1.3482
75 C -2.5371 -4.6027 -1.2034
76 C -3.4994 -2.3677 -1.8096
77 O -1.7639 -2.6213 -0.0883
78 Si -2.6877 -2.0358 1.1957
79 S -3.3421 -0.1366 0.9317
80 O -3.8173 -3.2376 1.4208
81 C -5.0554 -3.2131 2.1312
82 C -6.1237 -2.5579 1.2610
83 C -5.4064 -4.6750 2.3877
84 C -4.9170 -2.4688 3.4562
85 O -1.6081 -2.0677 2.4494
86 C -0.8232 -3.0641 3.0941
87 C -1.2173 -3.0585 4.5678
88 C 0.6309 -2.6342 2.9406
89 C -1.0421 -4.4539 2.5023
90 H -1.5171 -3.0387 -3.3870
91 H -0.3128 -3.5938 -2.2175
92 H -0.7416 -1.8826 -2.3050
93 H -2.8185 -5.0325 -2.1687
94 H -3.3434 -4.7614 -0.4881
95 H -1.6444 -5.1173 -0.8417
96 H -3.8298 -2.7812 -2.7657
97 H -3.2999 -1.3020 -1.9277
98 H -4.3073 -2.4703 -1.0866
99 H -6.2337 -3.1122 0.3260
100 H -5.8346 -1.5314 1.0324
101 H -7.0874 -2.5541 1.7765
102 H -5.4688 -5.2153 1.4412
103 H -6.3649 -4.7589 2.9046
104 H -4.6347 -5.1438 3.0015
105 H -4.6446 -1.4275 3.2807
106 H -4.1426 -2.9327 4.0699
107 H -5.8612 -2.5016 4.0054
108 H -1.1276 -2.0482 4.9692
109 H -0.5738 -3.7285 5.1430
110 H -2.2518 -3.3859 4.6838
111 H 0.7729 -1.6422 3.3755
112 H 0.9043 -2.5893 1.8860
113 H 1.3104 -3.3334 3.4339
114 H -2.0858 -4.7531 2.6046
115 H -0.4116 -5.1800 3.0216
116 H -0.7898 -4.4631 1.4430

Calculated values
- LUMO level: 2.29 eV
- Multiplicity: 1
- HOMO-LUMO gap: 7.106 eV
- Net charge: -1
- Energy relative to the best compared isomer or geometry (same formula, charge and spin): 20.7 kJ/mol

Atomic partial charges in e from the Löwdin method, atoms 1 to 4: K 0.605; C -0.036; C -0.276; C 0.014

***

Record 4
Here is a cluster of 5 separate species, C36H67FN5O4S in total at a distorted geometry from the Open Molecules 2025 dataset. Energies are from wB97M-V/def2-TZVPD.

Positions of all 114 atoms, in Å:
1 C 1.3546 0.1632 1.5097
2 C 2.1860 1.4443 1.5321
3 C 3.5322 1.3914 0.7859
4 C 3.6034 0.4793 -0.4343
5 C 2.7314 0.9039 -1.6135
6 C 3.2679 2.1211 -2.3784
7 C 2.1768 2.9824 -3.0112
8 C 1.3611 3.7532 -1.9736
9 C 1.9089 5.1445 -1.6006
10 C 0.8003 6.1534 -1.2629
11 C 0.4365 6.1776 0.2237
12 C -0.2936 4.9176 0.6983
13 C -1.7315 4.7666 0.2072
14 C -2.3425 3.3870 0.5021
15 C -2.3091 2.4083 -0.6781
16 N -3.1632 2.7590 -1.7825
17 C -2.7127 3.6412 -2.8524
18 C -2.7597 3.0166 -4.2534
19 C -3.4492 3.8835 -5.2942
20 F -1.4563 2.7968 -4.7343
21 C -0.8491 1.9947 -1.1230
22 O -0.0231 2.0826 -0.2016
23 O -0.7341 1.6386 -2.3059
24 S -3.0191 0.7885 -0.0244
25 C -1.6289 -0.2038 0.3893
26 O -3.7224 1.0549 1.2231
27 O -3.7374 0.1036 -1.0826
28 H 0.9319 -0.0268 0.5219
29 H 1.9418 -0.7067 1.8184
30 H 0.5200 0.2650 2.2077
31 H 2.3990 1.6707 2.5823
32 H 1.5676 2.2678 1.1618
33 H 3.8225 2.4065 0.4952
34 H 4.2922 1.0551 1.5011
35 H 4.6429 0.4653 -0.7941
36 H 3.3715 -0.5440 -0.1253
37 H 2.6674 0.0675 -2.3171
38 H 1.7071 1.1044 -1.2810
39 H 3.9556 1.7768 -3.1583
40 H 3.8561 2.7540 -1.7002
41 H 2.6504 3.6942 -3.6989
42 H 1.5132 2.3496 -3.6078
43 H 1.3099 3.1368 -1.0723
44 H 0.3293 3.8495 -2.3163
45 H 2.4966 5.5331 -2.4414
46 H 2.5941 5.0642 -0.7509
47 H 1.0937 7.1618 -1.5760
48 H -0.0690 5.8909 -1.8736
49 H 1.3780 6.2346 0.7837
50 H -0.1215 7.0865 0.4786
51 H -0.3031 4.9000 1.7931
52 H 0.2675 4.0460 0.3600
53 H -1.7771 5.0044 -0.8576
54 H -2.3358 5.5356 0.7056
55 H -3.3859 3.4986 0.8123
56 H -1.8142 2.9426 1.3466
57 H -4.0705 3.0385 -1.4374
58 H -3.3662 4.5228 -2.8577
59 H -1.6948 4.0038 -2.7041
60 H -3.2401 2.0382 -4.1771
61 H -4.4072 4.2598 -4.9308
62 H -3.6110 3.3277 -6.2185
63 H -2.8018 4.7347 -5.5264
64 H -2.0454 -1.1465 0.7507
65 H -1.0497 0.2973 1.1589
66 H -1.0132 -0.3826 -0.4904
67 C 6.1786 -2.5206 -1.3617
68 C 6.3391 -3.8343 -0.6057
69 C 5.0001 -4.5446 -0.3707
70 C 4.0859 -3.7209 0.4168
71 N 3.3646 -3.0743 1.0204
72 H 5.5667 -1.8126 -0.8015
73 H 7.1487 -2.0559 -1.5375
74 H 5.7022 -2.6806 -2.3309
75 H 6.8182 -3.6524 0.3581
76 H 6.9901 -4.5107 -1.1632
77 H 5.1444 -5.4894 0.1552
78 H 4.5175 -4.7659 -1.3246
79 C 1.1616 -2.6288 3.4653
80 C 0.1456 -2.4493 4.5884
81 C -0.1823 -0.9783 4.8699
82 C 1.0053 -0.2349 5.2885
83 N 1.9554 0.3094 5.6138
84 H 2.1179 -2.1649 3.7100
85 H 1.3446 -3.6894 3.2843
86 H 0.8036 -2.1889 2.5325
87 H 0.5171 -2.9119 5.5043
88 H -0.7844 -2.9576 4.3362
89 H -0.9264 -0.8984 5.6633
90 H -0.5978 -0.5016 3.9797
91 C 0.4472 -7.1626 4.7755
92 C -0.9811 -7.6904 4.8345
93 C -2.0226 -6.6081 4.5267
94 C -1.9594 -5.5039 5.4815
95 N -1.9105 -4.6389 6.2249
96 H 0.6104 -6.3830 5.5207
97 H 1.1627 -7.9620 4.9673
98 H 0.6702 -6.7412 3.7935
99 H -1.1836 -8.1098 5.8217
100 H -1.1095 -8.4984 4.1123
101 H -3.0333 -7.0169 4.5521
102 H -1.8581 -6.1981 3.5281
103 C -5.7564 -1.7500 -2.6183
104 C -4.6859 -2.8280 -2.6000
105 C -4.8681 -3.8947 -3.6881
106 C -6.1231 -4.6334 -3.5555
107 N -7.1016 -5.2109 -3.4353
108 H -6.7500 -2.1606 -2.4228
109 H -5.5259 -1.0119 -1.8547
110 H -5.7814 -1.2416 -3.5851
111 H -4.6629 -3.3142 -1.6226
112 H -3.7107 -2.3608 -2.7428
113 H -4.0554 -4.6226 -3.6575
114 H -4.8561 -3.4292 -4.6758

Calculated values
- LUMO level: 1.94 eV
- Multiplicity: 1
- HOMO-LUMO gap: 7.644 eV
- Net charge: -1

Atomic partial charges in e from the Löwdin method, atoms 1 to 4: C -0.120; C -0.223; C -0.200; C -0.228